# 1
A cluster of 14 separate species, C32H84N8O28 in total. Source: the OMol25 dataset; level of theory: the ωB97M-V functional and the def2-TZVPD basis.

CARTESIAN COORDINATES (ANGSTROEM)
1 O -3.860 0.202 1.631
2 O 1.631 -4.032 2.478
3 O -5.947 -4.480 -0.207
4 O 4.364 4.859 -0.756
5 O 5.656 -0.221 2.073
6 O -0.688 5.508 -1.152
7 O 6.742 2.548 2.009
8 O 3.351 -5.175 -3.092
9 O -2.948 -5.817 -0.910
10 O 4.155 -1.492 -3.149
11 O 3.844 1.376 -3.379
12 O -0.928 0.689 -5.026
13 O -5.206 5.836 -1.535
14 O -0.081 7.089 0.277
15 O 3.861 2.422 5.560
16 O 3.483 4.173 1.042
17 O 1.048 0.370 0.414
18 O 1.394 -5.858 -2.716
19 O -0.690 4.592 4.399
20 O 1.077 -6.950 2.206
21 O 5.083 -2.760 -1.651
22 O -1.227 2.870 3.082
23 O 2.533 2.721 -4.590
24 O 1.947 2.073 4.546
25 O -5.911 -0.680 -1.264
26 O -0.555 -0.490 -1.574
27 O 0.617 -0.867 -5.064
28 O -3.621 3.446 -1.706
29 N -0.020 0.071 -5.562
30 N -0.323 5.923 -0.038
31 N 4.187 4.017 0.070
32 N 2.190 -5.037 -3.205
33 N 4.383 -1.829 -1.939
34 N -1.045 3.417 4.241
35 N 2.797 1.989 -3.593
36 N 2.841 2.763 4.842
37 C 1.890 1.304 1.088
38 C 4.624 2.633 -0.305
39 C -1.628 -5.749 -1.462
40 C 1.076 -2.789 2.841
41 C -1.308 -1.372 -2.449
42 C 1.614 -8.249 2.177
43 C 3.828 -0.905 -0.834
44 C 2.838 4.146 4.297
45 C -5.012 0.333 0.721
46 C -3.688 1.222 2.592
47 C -5.976 -1.815 -2.218
48 C 4.617 -0.266 3.105
49 C -1.185 -0.238 -0.292
50 C 1.791 -3.747 -3.860
51 C -5.240 -0.983 -0.041
52 C 1.110 -4.734 1.316
53 C -0.289 0.739 0.488
54 C -4.788 3.630 -2.469
55 C -4.821 -5.094 0.448
56 C 7.114 1.557 2.939
57 C -5.139 6.685 -2.733
58 C -5.723 4.541 -1.767
59 C 1.743 -6.093 1.252
60 C 0.353 0.448 -6.930
61 C 7.026 0.113 2.355
62 C -3.430 -4.699 -0.090
63 C -7.224 -4.868 0.293
64 C -1.143 2.616 5.492
65 C 0.030 4.977 1.065
66 C -2.601 2.805 -2.405
67 C 6.648 3.847 2.539
68 C 1.632 1.692 -2.711
69 H -4.942 1.175 0.032
70 H 0.038 -4.671 1.500
71 H 0.445 -0.475 -7.503
72 H 3.739 -0.739 2.665
73 H -2.165 3.212 -3.317
74 H -0.380 1.774 0.158
75 H -1.803 3.225 6.111
76 H 1.181 1.153 -6.849
77 H -5.235 2.637 -2.460
78 H -2.760 0.944 3.092
79 H -2.161 0.223 -0.438
80 H -0.649 -1.670 -3.264
81 H 7.415 4.104 3.270
82 H 2.626 -3.126 -4.185
83 H 2.003 1.847 -1.698
84 H 1.271 -8.700 1.246
85 H 1.207 0.703 -2.882
86 H -1.587 -5.081 -2.323
87 H -1.418 1.579 5.302
88 H 0.188 3.952 0.727
89 H -5.866 0.539 1.365
90 H 2.989 4.870 5.098
91 H 5.584 2.610 -0.821
92 H 6.457 1.755 3.786
93 H 4.625 -0.187 -0.639
94 H -4.222 -1.327 -0.224
95 H -5.773 -1.749 0.523
96 H -6.108 4.006 -0.899
97 H -0.901 -5.494 -0.691
98 H -1.545 -2.353 -2.037
99 H -3.531 2.103 1.970
100 H -0.955 4.881 1.521
101 H 2.694 -8.388 2.115
102 H -2.950 1.822 -2.720
103 H 4.623 1.986 0.572
104 H 4.512 0.705 3.589
105 H 6.838 4.679 1.861
106 H 7.548 -0.711 2.841
107 H -6.442 -1.677 -3.194
108 H 1.207 -3.163 -3.149
109 H -7.584 -5.792 -0.158
110 H 2.832 -6.058 1.252
111 H 1.660 -2.412 3.681
112 H -2.168 -0.933 -2.956
113 H 1.345 -8.904 3.007
114 H 1.067 -2.077 2.015
115 H 7.427 0.092 1.341
116 H -4.944 -2.094 -2.430
117 H 0.740 5.313 1.820
118 H -1.868 2.528 -1.646
119 H 8.122 1.742 3.310
120 H 2.890 0.898 0.934
121 H 1.318 -4.159 0.414
122 H 1.907 2.337 0.740
123 H -6.640 4.655 -2.345
124 H -4.897 -4.884 1.515
125 H -2.771 -4.560 0.767
126 H 0.055 -3.099 3.063
127 H -1.202 -1.213 0.195
128 H -0.544 0.883 -7.372
129 H 3.707 4.199 3.642
130 H -4.524 1.302 3.287
131 H -3.510 -3.870 -0.793
132 H -4.663 4.006 -3.484
133 H -4.422 6.353 -3.484
134 H -7.334 -4.883 1.378
135 H -4.897 7.728 -2.525
136 H 3.556 -1.556 -0.004
137 H -4.909 -6.179 0.385
138 H -1.479 -6.742 -1.885
139 H -0.639 0.631 1.515
140 H 3.996 2.299 -1.131
141 H 2.965 -0.308 -1.128
142 H 5.594 4.018 2.759
143 H -6.117 6.673 -3.213
144 H -0.166 2.597 5.974
145 H 1.930 4.359 3.734
146 H -6.386 -2.741 -1.816
147 H 4.842 -1.053 3.825
148 H 1.426 -6.414 0.259
149 H -8.011 -4.229 -0.108
150 H 1.614 1.197 2.137
151 H 0.806 2.358 -2.963
152 H 1.203 -3.937 -4.758

## Properties
Molecular weight in g mol⁻¹: 1029.05
Largest force on an atom in eV Å⁻¹: 5.41
LUMO in eV: -0.966
Total charge: 0
Energy relative to the best compared isomer or geometry (same formula, charge and spin) in kcal per mole: 0.0

---

# 2
A cluster of 7 separate species, C32H85N7O9 in total. Source: the OMol25 dataset; level of theory: the ωB97M-V functional and the def2-TZVPD basis.

CARTESIAN COORDINATES (ANGSTROEM)
1 O 5.882 -1.686 -21.668
2 O 4.048 -14.774 -28.478
3 O 1.824 -8.481 -30.901
4 O 5.973 -4.295 -25.941
5 O 5.407 -10.348 -27.971
6 O 6.574 -4.445 -31.294
7 O 1.465 -3.313 -27.485
8 O 8.604 1.585 -27.714
9 O 10.352 -8.478 -28.893
10 N 4.960 -6.871 -33.507
11 N 6.411 -6.913 -27.127
12 N 1.047 -14.672 -28.673
13 N 10.277 -9.013 -32.572
14 N 7.496 -3.686 -19.931
15 N 1.298 -5.956 -28.285
16 N 8.100 0.326 -24.311
17 C 1.981 -7.888 -29.631
18 C 8.857 0.722 -25.507
19 C 5.633 -3.068 -21.442
20 C 10.694 -9.407 -31.210
21 C 7.846 1.053 -26.611
22 C 3.269 -14.105 -29.447
23 C 7.514 -3.384 -31.546
24 C 2.596 -5.296 -28.201
25 C 10.625 -8.197 -30.279
26 C 6.710 -5.402 -21.487
27 C 9.856 -0.324 -25.928
28 C 12.112 -9.993 -31.103
29 C 2.512 -9.703 -30.979
30 C 5.826 -7.981 -27.920
31 C 6.636 -5.659 -27.806
32 C 7.058 -4.617 -26.785
33 C 1.941 -13.516 -28.946
34 C 1.076 -6.661 -29.575
35 C 9.336 -9.406 -28.650
36 C 5.182 -6.102 -32.304
37 C 1.998 -12.514 -27.839
38 C 5.287 -6.956 -31.025
39 C 6.389 -5.244 -32.432
40 C 5.872 -11.629 -27.578
41 C 6.896 -3.915 -21.268
42 C 6.128 -3.050 -25.290
43 C 2.487 -4.227 -27.113
44 C 5.260 -15.287 -29.044
45 C 5.852 -9.286 -27.138
46 C 1.279 -2.200 -26.673
47 C 4.719 -1.092 -22.269
48 C 8.346 0.955 -28.946
49 H 6.255 -7.460 -30.945
50 H 6.992 -3.087 -24.619
51 H 0.943 -2.558 -25.689
52 H 0.550 -14.451 -27.806
53 H 7.286 0.759 -29.137
54 H 2.925 -4.826 -29.138
55 H 7.243 -5.891 -32.693
56 H 4.900 -3.214 -20.642
57 H 8.732 1.604 -29.729
58 H 6.076 -6.913 -26.177
59 H 3.444 -3.730 -26.929
60 H 0.033 -6.971 -29.445
61 H 9.642 -10.452 -28.803
62 H 3.598 -9.651 -31.106
63 H 4.292 -1.565 -23.154
64 H 7.701 1.196 -23.977
65 H 2.224 -10.170 -31.930
66 H 10.461 -0.049 -26.786
67 H 5.984 -5.787 -20.762
68 H 6.886 -9.478 -26.834
69 H 9.499 1.560 -25.203
70 H 8.606 -0.087 -23.540
71 H 8.504 -9.273 -29.354
72 H 6.469 -7.995 -28.804
73 H 5.906 -15.260 -28.165
74 H 2.387 -12.906 -26.895
75 H 5.269 -9.295 -26.213
76 H 7.375 0.151 -26.999
77 H 6.945 -11.730 -27.780
78 H 5.857 -7.238 -33.820
79 H 0.541 -1.482 -27.029
80 H 0.960 -12.244 -27.627
81 H 5.666 -5.307 -28.190
82 H 12.872 -9.226 -31.255
83 H 7.338 -5.714 -28.638
84 H 4.860 -7.573 -28.251
85 H 11.561 -7.648 -30.182
86 H 1.662 -15.387 -28.269
87 H 5.211 -2.927 -24.716
88 H 5.234 -16.341 -29.334
89 H 5.326 -12.387 -28.130
90 H 7.403 -3.729 -27.329
91 H 1.666 -8.602 -28.861
92 H 3.882 -13.321 -29.912
93 H 10.131 -9.793 -33.197
94 H 7.897 -4.521 -19.528
95 H 9.996 -10.147 -30.817
96 H 4.354 -7.677 -33.507
97 H 2.607 -11.660 -28.142
98 H 7.636 -5.956 -21.353
99 H 7.901 -4.996 -26.195
100 H 5.662 -14.685 -29.858
101 H 8.968 -9.399 -27.626
102 H 7.664 -3.551 -21.960
103 H 2.161 -1.563 -26.523
104 H 11.119 -8.515 -32.858
105 H 5.125 -6.356 -30.131
106 H 1.025 -5.868 -30.328
107 H 10.420 -0.751 -25.096
108 H 7.678 -2.869 -30.603
109 H 12.273 -10.502 -30.153
110 H 2.231 -10.455 -30.237
111 H 6.237 -4.601 -33.311
112 H 8.236 -3.004 -20.018
113 H 4.539 -7.746 -30.945
114 H 1.488 -13.033 -29.821
115 H 5.805 -11.723 -26.490
116 H 9.850 -7.500 -30.616
117 H 6.233 -2.248 -26.028
118 H 9.301 -1.230 -26.225
119 H 3.010 -14.828 -30.230
120 H 8.822 -0.027 -29.055
121 H 4.303 -5.477 -32.108
122 H 6.236 -5.633 -22.444
123 H 2.135 -4.670 -26.174
124 H 0.583 -5.279 -28.067
125 H 3.892 -1.058 -21.550
126 H 2.994 -7.604 -29.330
127 H 7.170 1.835 -26.263
128 H 7.125 -2.681 -32.280
129 H 5.110 -0.085 -22.398
130 H 5.130 -3.551 -22.293
131 H 3.344 -6.006 -27.837
132 H 12.236 -10.769 -31.865
133 H 8.414 -3.912 -31.862

## Properties
Molecular weight in g mol⁻¹: 712.07
Largest force on an atom in eV Å⁻¹: 2.93
LUMO in eV: 0.545
Total charge: 0
Energy relative to the best compared isomer or geometry (same formula, charge and spin) in kcal per mole: 50.2